{
  "formula": "C19H38AlCl4F4N4NaO6S2",
  "method": "ωB97M-V/def2-TZVPD",
  "energy_ha": -4858.2769,
  "e_homo_ev": -4.0,
  "orbital_gap_ev": 1.080,
  "fmax_ev_per_a": 10.4,
  "species": ["N", "C", "C", "C", "C", "C", "S", "C", "O", "C", "O", "C", "C", "N", "H", "H", "H", "H", "H", "H", "H", "H", "H", "H", "H", "H", "H", "H", "H", "H", "H", "H", "F", "Al", "F", "F", "F", "N", "H", "H", "H", "H", "Na", "C", "C", "C", "C", "C", "C", "N", "O", "O", "H", "H", "H", "H", "H", "C", "O", "H", "H", "H", "H", "C", "S", "O", "C", "H", "H", "H", "H", "H", "H", "C", "Cl", "Cl", "Cl", "H", "Cl"],
  "coordinates": [[-4.162, 0.265, 3.343], [-4.141, 0.701, 1.865], [-3.580, -0.583, 1.013], [-2.948, -0.222, -0.456], [-2.028, 1.133, -0.506], [-0.645, 1.074, 0.367], [0.293, 2.595, -0.297], [-0.666, 1.333, 1.985], [0.792, 1.178, 2.305], [1.550, 0.399, 1.269], [2.891, 0.163, 1.229], [0.451, -0.119, 0.120], [0.142, -1.649, 0.629], [0.817, -1.989, 1.949], [-4.120, 1.150, 3.933], [-3.254, -0.231, 3.586], [-3.468, 1.657, 1.826], [-5.278, 0.908, 1.582], [-4.525, -1.282, 0.808], [-2.856, -1.248, 1.691], [-2.297, -1.128, -0.872], [-3.830, -0.079, -1.231], [-1.753, 1.311, -1.649], [-2.657, 2.087, -0.183], [-0.577, 3.144, -1.273], [-1.321, 0.609, 2.673], [-1.007, 2.472, 2.067], [1.067, -0.088, -0.892], [-1.003, -1.906, 0.747], [0.569, -2.410, -0.184], [0.094, -1.759, 2.679], [1.116, -2.987, 1.997], [8.354, -1.719, 0.353], [6.782, -0.844, 0.422], [6.941, 0.743, -0.415], [6.321, -0.573, 2.142], [5.511, -1.827, -0.392], [2.105, -0.154, 4.699], [2.984, -0.643, 4.495], [2.264, 0.540, 5.439], [1.772, 0.320, 3.851], [1.400, -0.831, 5.012], [-4.997, 2.827, 1.146], [0.016, 4.710, -6.524], [-0.303, 5.052, -5.209], [-1.231, 4.293, -4.494], [-1.834, 3.186, -5.107], [-1.522, 2.845, -6.430], [-0.594, 3.614, -7.136], [-2.791, 2.368, -4.352], [-3.055, 2.713, -3.190], [-3.277, 1.379, -4.917], [0.744, 5.302, -7.076], [0.176, 5.909, -4.739], [-1.468, 4.572, -3.469], [-1.986, 1.992, -6.920], [-0.343, 3.356, -8.162], [10.715, -3.555, 0.001], [11.279, -4.760, -0.481], [11.519, -2.896, 0.339], [10.159, -3.065, -0.802], [10.049, -3.773, 0.840], [10.543, -5.324, -0.774], [-7.888, -4.046, 2.734], [-7.001, -2.486, 2.959], [-5.859, -2.472, 1.987], [-6.324, -2.890, 4.587], [-8.365, -4.036, 1.752], [-7.189, -4.885, 2.788], [-8.654, -4.146, 3.507], [-5.722, -3.800, 4.527], [-7.141, -3.027, 5.299], [-5.693, -2.061, 4.917], [4.325, 0.258, -3.225], [3.817, -0.442, -4.771], [5.897, 1.060, -3.392], [3.107, 1.396, -2.627], [4.427, -0.552, -2.498], [8.361, 1.874, 1.180]],
  "atomic_forces_ev_per_a": [[1.2, 1.4, 0.0], [0.4, -1.7, 1.1], [-0.9, -0.6, -0.8], [0.1, 0.2, -0.3], [-0.3, -0.8, -0.4], [-0.3, 0.1, -1.3], [-0.7, 0.5, -0.5], [0.0, 0.2, -1.5], [0.5, -1.3, -1.1], [5.8, -1.5, -1.7], [-10.1, 2.3, 1.3], [1.6, 0.6, 2.0], [-0.4, -1.5, -1.0], [-1.4, 0.4, 0.0], [-0.2, -1.5, -0.8], [-1.5, 0.8, -0.7], [-0.9, -1.7, -0.4], [2.2, -0.8, 0.5], [2.2, 1.5, 0.7], [-1.4, 1.7, -1.4], [-1.5, 1.9, 1.0], [1.8, -0.2, 1.6], [-0.5, -0.4, 2.6], [1.4, -1.9, -0.6], [0.7, -1.0, 1.3], [1.5, 1.4, -1.6], [1.0, -2.5, 0.4], [-1.7, 0.1, 2.1], [2.2, 0.9, -0.6], [-0.9, 1.9, 1.7], [1.1, -0.9, -0.8], [-0.6, 1.3, -0.1], [-2.1, 0.8, 0.0], [1.0, 0.8, 0.4], [-1.3, -2.7, -0.1], [0.0, -0.7, -1.8], [1.1, 1.0, 0.7], [0.1, -0.2, 0.5], [0.0, 0.1, -0.2], [0.1, -0.2, -0.2], [-0.1, 0.2, -0.5], [0.3, 0.2, -0.2], [-0.3, 1.1, -0.5], [-0.1, -0.1, 0.1], [-0.2, -0.3, -0.1], [0.0, 0.0, -0.1], [0.6, 0.5, -0.5], [0.0, 0.0, 0.0], [-0.1, 0.1, 0.4], [-0.7, -0.8, 0.0], [0.2, -0.5, -1.2], [0.7, 1.5, 1.1], [-0.2, -0.1, 0.1], [-0.1, -0.2, -0.1], [-0.1, -0.2, -0.3], [0.0, 0.2, 0.3], [-0.1, 0.0, 0.2], [-0.4, 0.2, 0.0], [0.1, -1.0, -0.4], [-0.1, -0.2, -0.1], [-0.1, 0.2, 0.3], [0.0, 0.3, 0.0], [0.5, 0.4, 0.2], [0.1, -0.1, -0.1], [0.2, -0.1, 0.0], [-0.4, -0.2, 0.4], [0.1, 0.0, 0.0], [0.1, 0.1, 0.1], [0.0, 0.1, 0.0], [0.1, 0.1, 0.0], [-0.1, 0.1, -0.1], [0.0, 0.0, -0.1], [-0.1, 0.0, -0.2], [0.8, 0.0, 0.2], [-0.1, 0.0, 0.0], [-0.5, -0.2, 0.0], [-0.1, 0.0, 0.1], [0.0, 0.2, -0.1], [0.8, 0.7, 0.9]],
  "mulliken_charge": [-0.6187, -0.1928, -0.1590, -0.8867, -0.7280, 0.4834, -0.1245, 0.0264, -0.5271, 0.1950, -0.4966, 0.1926, -0.6105, -0.4595, 0.2756, 0.2365, 0.1912, 0.1849, 0.2927, 0.1618, 0.2706, 0.3897, 0.4021, 0.1663, 0.1062, -0.1886, 0.2665, 0.3290, 0.0836, 0.3096, 0.2010, 0.2511, -0.3412, 0.7859, -0.3816, -0.4867, -0.4832, -0.3419, 0.4222, 0.4112, 0.1788, 0.3876, 0.5038, -0.3953, -0.5766, -0.1473, 0.1721, -0.3532, -0.4709, 0.9922, -0.5837, -0.5821, 0.3824, 0.3784, 0.4039, 0.4329, 0.3725, -0.4272, -0.5488, 0.2295, 0.2211, 0.2127, 0.3091, -1.0095, 0.4564, -0.6152, -0.9027, 0.3173, 0.3137, 0.3965, 0.3086, 0.3826, 0.2583, 0.2541, -0.1615, -0.0858, -0.0996, 0.0808, -0.5947]
}

=====

{
  "formula": "C13H10GaN2O4S",
  "method": "ωB97M-V/def2-TZVPD",
  "energy_ha": -3233.5892,
  "e_homo_ev": -18.2,
  "charge": 3,
  "de_lowest_kcal_mol": 0.0,
  "orbital_gap_ev": 4.413,
  "fmax_ev_per_a": 6.9,
  "species": ["Ga", "O", "C", "C", "O", "C", "O", "C", "O", "C", "H", "H", "C", "H", "H", "N", "C", "N", "C", "C", "C", "C", "C", "C", "S", "H", "H", "H", "H", "H", "H"],
  "coordinates": [[-0.655, 0.316, -0.680], [0.227, -2.247, -2.448], [0.133, -1.275, -1.843], [-1.654, 2.168, -1.108], [-1.978, 3.168, -1.582], [-2.416, -0.644, -1.230], [-3.179, -1.203, -1.893], [0.951, 1.520, -1.497], [1.713, 2.242, -1.953], [-0.907, 0.463, -4.618], [0.170, 0.530, -4.803], [-1.354, -0.530, -4.718], [-1.642, 1.541, -4.352], [-2.729, 1.486, -4.241], [-1.203, 2.541, -4.303], [-2.543, 0.101, 1.943], [-1.228, -0.153, 2.257], [-0.228, -0.117, 1.379], [1.016, -0.428, 2.000], [2.262, -0.593, 1.380], [3.368, -0.988, 2.156], [3.221, -1.231, 3.533], [1.972, -1.081, 4.150], [0.892, -0.649, 3.381], [-0.758, -0.333, 3.919], [-3.148, 0.087, 2.766], [-2.894, -0.353, 1.098], [2.334, -0.413, 0.305], [4.351, -1.099, 1.682], [4.092, -1.536, 4.117], [1.815, -1.288, 5.205]],
  "atomic_forces_ev_per_a": [[1.5, 0.0, 3.1], [-0.1, 4.1, 2.5], [0.4, -4.8, -2.9], [-1.7, 5.0, -2.4], [1.3, -4.5, 2.5], [-4.5, -3.2, -4.1], [3.4, 2.6, 3.5], [3.5, 3.1, -1.8], [-2.9, -2.9, 1.8], [0.5, -0.7, 0.4], [-0.3, 0.0, -0.1], [0.1, 0.3, -0.1], [-0.3, 0.5, 0.5], [0.3, 0.0, -0.1], [-0.1, -0.3, -0.1], [1.0, -0.2, -0.2], [-0.7, 0.8, 1.1], [-0.8, 0.2, -2.3], [1.0, -0.4, 0.1], [-0.3, 0.0, 0.4], [-0.4, 0.3, -0.3], [-0.4, 0.1, -0.1], [0.2, 0.2, -0.2], [0.1, 0.2, -0.4], [0.2, -0.5, -1.2], [-0.3, 0.0, -0.6], [-0.3, 0.1, 1.0], [0.3, -0.1, 0.2], [-0.5, 0.0, 0.2], [-0.4, 0.0, -0.2], [0.2, 0.0, -0.1]],
  "mulliken_charge": [0.2247, -0.0329, 0.4518, 0.4088, -0.0373, 0.3054, -0.0406, 0.4248, -0.0558, -0.6145, 0.3559, 0.3756, -0.6643, 0.3750, 0.3749, -0.3496, 0.6312, 0.2402, 0.6443, -0.4385, -0.8190, -0.5794, -0.4760, 0.5468, -0.0506, 0.3373, 0.0500, 0.1264, 0.4190, 0.4304, 0.4358]
}

=====

{
  "formula": "C6H7Br2N4",
  "method": "ωB97M-V/def2-TZVPD",
  "energy_ha": -5599.5180,
  "e_homo_ev": -13.3,
  "charge": 1,
  "de_lowest_kcal_mol": 75.2,
  "orbital_gap_ev": 8.652,
  "fmax_ev_per_a": 3.6,
  "species": ["C", "C", "C", "C", "C", "C", "N", "N", "N", "N", "Br", "Br", "H", "H", "H", "H", "H", "H", "H"],
  "coordinates": [[-0.868, -3.138, 1.391], [-1.305, -1.453, -0.298], [-0.569, -1.885, 0.760], [0.403, -1.141, 1.336], [1.112, 0.109, 1.290], [-1.067, 0.807, -1.409], [-1.242, -4.144, 1.790], [1.419, -1.076, 2.135], [-1.077, -0.405, -1.015], [-0.451, 1.127, -2.584], [-1.894, 2.092, -0.435], [1.781, 3.748, -0.469], [-2.166, -2.023, -0.568], [0.760, 1.023, 1.686], [1.683, 0.165, 0.463], [2.157, -1.537, 2.698], [1.826, 5.111, -0.579], [-0.188, 0.453, -3.359], [-0.312, 2.168, -2.834]],
  "atomic_forces_ev_per_a": [[-0.4, 0.2, -0.8], [-1.1, 1.7, -1.4], [0.7, -1.7, 2.1], [1.0, 0.0, 0.6], [-0.4, -0.7, 1.6], [1.4, -2.3, -2.1], [0.0, -0.5, 0.4], [-0.3, 0.4, 0.3], [0.1, 0.3, 0.0], [0.3, 2.2, -1.1], [-0.5, 1.2, 0.7], [0.0, -1.6, 0.1], [-0.5, -0.6, -0.3], [-0.4, 0.6, 0.8], [2.2, 0.7, -2.7], [-1.0, 0.3, -0.7], [0.0, 1.5, -0.1], [-0.6, 0.9, 1.9], [-0.5, -2.5, 0.7]],
  "mulliken_charge": [-0.1754, -0.0989, 0.1098, 0.7491, -0.6705, 0.5097, -0.3829, -0.2795, -0.3087, -0.4309, 0.0402, -0.2339, 0.5488, 0.2631, 0.2975, 0.2821, 0.2465, 0.2580, 0.2759]
}

=====

{
  "formula": "C38H39F3N2OPdS3Sb",
  "method": "ωB97M-V/def2-TZVPD",
  "energy_ha": -3518.5192,
  "e_homo_ev": -2.7,
  "charge": -1,
  "de_lowest_kcal_mol": 0.8,
  "orbital_gap_ev": 4.918,
  "fmax_ev_per_a": 0.3,
  "species": ["Pd", "C", "C", "N", "C", "C", "S", "C", "C", "S", "C", "N", "C", "H", "H", "H", "H", "H", "H", "H", "H", "F", "C", "F", "F", "C", "C", "C", "C", "C", "C", "C", "Sb", "C", "C", "C", "C", "C", "C", "C", "C", "C", "C", "C", "C", "C", "C", "H", "H", "H", "H", "H", "H", "H", "H", "H", "H", "H", "H", "H", "H", "H", "H", "H", "H", "H", "H", "H", "C", "C", "C", "C", "C", "C", "C", "S", "C", "O", "H", "H", "H", "H", "H", "H", "H", "H", "H", "H"],
  "coordinates": [[0.527, 0.433, -0.842], [2.825, 0.892, -3.216], [3.442, 0.809, -1.865], [2.754, 0.646, -0.769], [3.571, 0.647, 0.345], [4.893, 0.815, 0.077], [5.135, 0.963, -1.607], [2.971, 0.481, 1.670], [3.612, 0.547, 2.871], [2.487, 0.316, 4.138], [1.217, 0.157, 2.971], [1.623, 0.248, 1.749], [-0.221, -0.002, 3.334], [1.886, 0.331, -3.182], [3.493, 0.495, -3.983], [2.580, 1.929, -3.459], [5.713, 0.832, 0.776], [4.654, 0.736, 3.064], [-0.350, -0.508, 4.291], [-0.716, -0.560, 2.541], [-0.701, 0.978, 3.397], [-0.774, -1.769, -2.507], [-1.066, -0.615, -1.723], [-2.015, -1.155, -0.833], [-1.885, 0.094, -2.600], [-3.343, 2.422, -0.228], [-3.085, 3.469, 0.825], [-4.161, 4.071, 1.475], [-3.968, 5.045, 2.444], [-2.680, 5.435, 2.773], [-1.600, 4.844, 2.129], [-1.779, 3.865, 1.156], [-0.167, 2.781, 0.147], [1.491, 3.682, 1.230], [1.431, 3.597, 2.623], [2.518, 3.904, 3.428], [3.714, 4.284, 2.838], [3.803, 4.338, 1.456], [2.713, 4.040, 0.640], [2.888, 4.097, -0.855], [-0.282, 3.971, -1.660], [-0.393, 3.189, -2.811], [-0.471, 3.769, -4.071], [-0.434, 5.147, -4.191], [-0.331, 5.933, -3.052], [-0.262, 5.368, -1.780], [-0.165, 6.280, -0.588], [-4.412, 2.236, -0.339], [-2.855, 1.471, 0.004], [-2.956, 2.732, -1.202], [-5.169, 3.766, 1.213], [-4.821, 5.495, 2.938], [-2.512, 6.200, 3.522], [-0.599, 5.175, 2.382], [0.512, 3.268, 3.099], [2.435, 3.825, 4.505], [4.579, 4.517, 3.448], [4.746, 4.604, 0.988], [3.946, 4.046, -1.118], [2.475, 5.018, -1.271], [2.374, 3.270, -1.346], [-0.410, 2.106, -2.709], [-0.559, 3.140, -4.949], [-0.486, 5.616, -5.166], [-0.300, 7.014, -3.147], [0.144, 7.281, -0.894], [0.549, 5.906, 0.147], [-1.128, 6.361, -0.080], [1.516, -3.391, 3.981], [1.745, -3.139, 2.515], [3.028, -3.000, 2.004], [3.236, -2.775, 0.646], [2.150, -2.670, -0.199], [0.852, -2.781, 0.292], [0.665, -3.036, 1.638], [2.474, -2.317, -1.931], [1.721, -3.821, -2.572], [3.954, -2.479, -2.108], [2.433, -3.245, 4.553], [1.169, -4.412, 4.154], [0.756, -2.717, 4.381], [3.880, -3.057, 2.673], [4.231, -2.665, 0.234], [-0.003, -2.641, -0.358], [-0.346, -3.117, 2.022], [2.197, -4.689, -2.116], [1.880, -3.813, -3.649], [0.655, -3.779, -2.360]],
  "atomic_forces_ev_per_a": [[-0.2, 0.2, 0.1], [0.0, 0.0, 0.0], [0.0, 0.0, 0.0], [0.1, 0.1, 0.0], [0.0, 0.0, -0.1], [0.0, -0.1, 0.0], [0.0, 0.0, 0.0], [0.0, 0.0, 0.1], [-0.1, 0.0, 0.0], [0.0, 0.0, 0.0], [0.0, 0.0, -0.1], [0.0, 0.0, 0.1], [0.0, 0.0, 0.0], [0.0, 0.0, 0.0], [0.0, 0.0, 0.0], [0.0, 0.0, 0.0], [0.0, 0.0, 0.0], [0.0, 0.0, 0.0], [0.0, 0.0, 0.0], [0.0, 0.0, 0.0], [0.0, 0.0, 0.0], [0.0, 0.0, 0.0], [0.0, 0.0, -0.1], [0.0, 0.0, 0.0], [0.0, 0.0, 0.0], [0.0, 0.0, 0.0], [0.0, 0.0, 0.0], [0.0, 0.0, 0.0], [0.0, 0.0, 0.0], [0.0, 0.0, 0.0], [0.0, 0.0, 0.0], [0.0, -0.1, 0.0], [0.1, -0.1, -0.1], [0.0, 0.0, 0.0], [0.0, 0.0, 0.0], [0.0, 0.0, 0.0], [0.0, 0.0, 0.0], [0.0, 0.0, 0.0], [0.0, 0.0, 0.0], [0.0, 0.0, 0.0], [0.0, 0.0, 0.0], [0.0, 0.0, 0.0], [0.0, 0.0, 0.0], [0.0, 0.0, 0.0], [0.0, 0.0, 0.0], [0.0, 0.0, 0.0], [0.0, 0.0, 0.0], [0.0, 0.0, 0.0], [0.0, 0.0, 0.0], [0.0, 0.0, 0.0], [0.0, 0.0, 0.0], [0.0, 0.0, 0.0], [0.0, 0.0, 0.0], [0.0, 0.0, 0.0], [0.0, 0.0, 0.0], [0.0, 0.0, 0.0], [0.0, 0.0, 0.0], [0.0, 0.0, 0.0], [0.0, 0.0, 0.0], [0.0, 0.0, 0.0], [0.0, 0.0, 0.0], [0.0, 0.0, 0.0], [0.0, 0.0, 0.0], [0.0, 0.0, 0.0], [0.0, 0.0, 0.0], [0.0, 0.0, 0.0], [0.0, 0.0, 0.0], [0.0, 0.0, 0.0], [0.0, 0.0, 0.0], [0.0, 0.0, 0.0], [0.0, 0.0, 0.0], [0.0, 0.0, 0.0], [0.0, 0.0, 0.0], [-0.1, 0.0, 0.0], [0.0, 0.1, 0.0], [0.1, -0.1, 0.0], [0.0, 0.0, 0.0], [0.0, 0.0, 0.0], [0.0, 0.0, 0.0], [0.0, 0.0, 0.0], [0.0, 0.0, 0.0], [0.0, 0.0, 0.0], [0.0, 0.0, 0.0], [0.0, 0.0, 0.0], [0.0, 0.0, 0.0], [0.0, 0.0, 0.0], [0.0, 0.0, 0.0], [0.0, 0.0, 0.0]],
  "mulliken_charge": [0.9754, -1.2492, 0.1660, 1.6493, -0.9275, -0.1041, -0.4284, -0.9968, -0.1877, -0.3711, 0.5910, 0.6003, -1.2979, -0.0492, 0.5058, 0.2740, 0.4470, 0.4174, 0.4993, 0.0475, 0.2271, -0.2761, -0.2778, -0.3128, -0.2128, -1.2152, 0.3618, -0.7461, -0.7329, -0.7736, -0.4419, 0.8275, 0.6685, 0.7826, -0.5718, -1.0811, -0.8350, -0.4361, 0.9672, -1.3507, 0.7558, -0.9435, -1.0336, -0.6543, -0.6581, 0.9694, -1.3596, 0.4691, 0.1046, 0.2111, 0.3727, 0.3620, 0.4316, 0.3798, 0.5966, 0.4329, 0.3759, 0.4087, 0.4605, 0.3299, -0.3197, 0.3549, 0.4810, 0.3643, 0.3690, 0.4586, 0.0940, 0.3355, -1.6171, 0.8459, -0.5695, -0.6606, 0.0181, -0.0307, -0.7687, 0.9622, -1.1969, -0.7864, 0.3423, 0.4293, 0.2280, 0.2949, 0.5746, 0.2257, 0.3008, 0.3934, 0.4194, 0.3143]
}